37
Properties=species:S:1:pos:R:3:forces:R:3 method="wB97M-V/def2-TZVPD" gap_ev=9.25 largest_force_ha_per_bohr=0.032 smiles="O=C(OCc1nnc(-c2ccccc2)o1)c1ccc(CO)cc1" total_charge=0 homo_energy_ev=-8.866 e_above_lowest_ev=1.661 total_energy_ev=-29026.0500
H 0.721084 -3.818356 0.897707 -0.03 0.02 -0.29
C -2.590415 -0.985314 -0.804421 0.16 -0.08 0.21
H 6.420082 2.345220 -0.578350 0.08 0.01 -0.03
C 4.967917 0.783014 -0.491845 -0.18 -0.10 0.04
C -2.037894 -1.065719 0.470791 -0.26 0.19 -0.11
H -4.114008 -0.091945 -2.018091 -0.01 -0.02 -0.09
N 3.884506 -1.917067 -0.804363 0.67 1.43 0.21
H 4.907708 4.049110 0.363099 0.03 0.08 0.01
C -3.670757 0.506925 1.271328 -0.05 -0.01 -0.14
H 0.677308 -4.222607 -0.851430 0.04 0.15 0.10
N 3.067931 -2.984351 -0.810491 -1.25 -1.06 0.06
O -5.792620 1.465987 -1.593756 -0.04 -0.03 -0.27
H -2.165602 -1.566453 -1.607560 0.02 -0.03 -0.06
H -4.094572 1.090166 2.076217 -0.03 0.06 0.11
O -0.338744 -2.001155 1.850819 -0.06 0.02 -0.18
C -0.872764 -1.920888 0.772529 0.14 -0.10 0.39
C 4.558193 3.037188 0.221154 -0.02 0.04 0.02
C 2.806857 1.406632 0.392187 0.08 -0.17 -0.07
C -3.677160 -0.163709 -1.035098 -0.17 0.14 -0.01
H -6.241796 1.139792 0.400702 0.14 0.07 -0.06
O -0.461754 -2.629800 -0.303147 -0.17 0.09 -0.27
C -4.225254 0.586468 -0.003453 -0.04 0.00 -0.15
H 1.798118 1.134081 0.665093 -0.07 -0.01 0.02
H 5.609339 0.019093 -0.901064 0.10 -0.06 -0.05
O 1.941066 -1.285208 -0.014676 0.00 0.18 0.07
C 3.661593 0.443357 -0.140918 -0.08 0.54 0.15
C 0.705495 -3.410885 -0.123422 0.13 -0.21 0.52
H -5.149842 2.505390 0.077509 -0.04 -0.17 0.00
C 5.409235 2.078582 -0.308699 0.02 0.02 0.00
H -6.554222 2.041798 -1.712023 0.07 -0.05 0.03
H 2.599615 3.447442 0.983737 -0.05 0.05 0.03
C 1.929950 -2.591617 -0.338131 0.41 -0.29 -0.33
C -5.412078 1.482872 -0.238564 -0.10 0.18 0.44
C 3.260184 2.699890 0.570299 0.01 0.10 0.02
C 3.205760 -0.913876 -0.331921 0.34 -0.87 -0.33
C -2.586919 -0.310868 1.507876 0.14 -0.13 -0.05
H -2.145534 -0.383189 2.490366 0.03 0.00 0.07

=====

47
Properties=species:S:1:pos:R:3:forces:R:3 method="wB97M-V/def2-TZVPD" gap_ev=7.75 largest_force_ha_per_bohr=0.023 total_charge=0 homo_energy_ev=-8.201 total_energy_ev=-121538.4908
Au 0.631665 -0.352828 -2.321148 -0.13 -0.57 -0.34
C 0.257813 3.354757 -1.666950 0.13 -0.07 -0.01
H -3.121777 1.116521 -3.683262 0.00 0.04 0.02
O 0.416350 -2.323690 -1.768064 0.04 0.19 -0.61
H -0.363153 4.245727 -1.717160 -0.01 0.02 0.06
H -3.534400 -0.530638 -0.795235 -0.07 -0.06 0.05
H 3.666383 -1.063285 3.124681 0.04 -0.01 0.02
C -0.894891 0.090899 0.966376 -0.18 -0.01 -0.24
F 2.987552 -3.193544 -0.966270 -0.07 0.03 -0.09
C -2.906373 -0.526065 0.088337 0.14 0.10 -0.05
C 1.978104 -0.269236 2.104804 -0.20 0.11 -0.39
O 0.561724 1.530286 -3.179598 -0.03 0.30 -0.02
N 1.723170 -0.238661 4.479921 0.55 0.00 -0.43
N -1.724780 0.069006 -0.058669 0.24 0.14 -0.02
F 1.761887 -4.959074 -0.709091 -0.13 0.04 -0.08
C -3.310115 -1.110036 1.271942 -0.07 -0.07 0.03
F 2.408237 -3.821294 1.019494 -0.09 -0.04 -0.05
H -2.809239 3.782101 -2.352363 -0.05 -0.03 0.02
C 3.563299 -0.179068 -0.121070 -0.20 -0.01 -0.05
H 0.313147 2.998251 -0.636718 -0.09 -0.02 0.03
N 2.299250 0.223929 -0.221900 -0.76 0.40 0.79
N -0.809908 -0.386886 4.566913 -0.53 -0.01 -0.39
O 0.275141 0.788955 0.704354 0.38 -0.34 0.19
Se 0.498371 -0.301477 5.745289 0.01 -0.03 0.25
S 0.417137 -2.608372 -0.273610 0.57 -0.71 0.43
C -2.037193 1.098551 -3.638832 0.15 -0.17 -0.10
C -1.210560 -0.438571 2.218801 0.13 -0.09 -0.41
H 5.139249 -0.959881 1.108141 0.02 -0.03 -0.05
O -0.619636 -3.575843 0.063888 -0.30 -0.06 0.17
H -1.687139 0.112089 -3.313559 -0.13 -0.01 0.01
C -0.255926 2.254425 -2.548152 -0.20 0.40 0.02
C 1.526728 0.196161 0.866728 0.50 0.06 -0.30
H -4.269542 -1.599818 1.342567 -0.02 -0.02 0.01
H 1.269574 3.591057 -1.985262 0.00 -0.02 -0.03
N -1.568747 2.116207 -2.713030 0.19 -0.16 -0.05
H -2.170177 2.989064 -0.896274 -0.01 -0.05 -0.02
C -2.546746 2.821058 -1.902658 0.03 0.22 0.08
C -2.446124 -1.062563 2.349134 0.02 0.00 -0.13
C 1.975990 -3.729254 -0.261397 -0.01 0.35 0.35
H -1.625807 1.277089 -4.631464 -0.02 0.00 0.00
H -2.705312 -1.514865 3.294998 0.00 0.03 0.05
H -3.441350 2.208485 -1.827105 0.01 0.01 0.02
C 1.140762 -0.283835 3.309194 0.01 0.16 0.56
H 4.143007 -0.133056 -1.034055 0.03 -0.02 -0.02
C -0.303247 -0.362309 3.360952 0.07 0.07 0.62
C 3.299231 -0.697763 2.176741 -0.07 0.00 -0.05
C 4.108373 -0.642705 1.059640 0.10 -0.06 0.14

=====

46
Properties=species:S:1:pos:R:3:forces:R:3 method="wB97M-V/def2-TZVPD" gap_ev=8.39 largest_force_ha_per_bohr=0.045 total_charge=0 homo_energy_ev=-8.281 e_above_lowest_ev=0.013 total_energy_ev=-143844.0387
H 3.414891 -2.761050 2.889873 -0.01 0.02 -0.06
O -1.627275 -0.691833 1.132667 -0.07 0.00 0.16
C -1.637213 3.089560 1.400702 0.08 -0.07 0.19
H -2.279744 1.339431 3.746710 -0.02 0.00 0.04
Cl 5.169179 -4.627592 1.615548 -0.12 0.14 -0.10
C 3.091111 -2.344531 -0.933064 0.15 -0.12 -0.17
H -1.873723 -1.898924 -1.696849 0.02 0.03 0.00
C -1.921272 -0.378164 2.513389 0.11 -0.03 -0.24
C 4.076439 -3.434433 0.959188 0.14 -0.15 -0.06
C -1.221441 -0.725290 -4.780925 -0.11 0.03 -0.55
O 1.478130 -0.624115 -0.563555 1.21 -1.25 -0.28
H -2.363298 3.613399 2.023317 0.01 0.06 0.13
Y 0.131111 0.789666 0.160736 -1.20 -1.02 -0.19
C 3.959145 -3.287945 -0.414819 0.05 -0.06 -0.05
C -0.207368 0.498460 -3.062194 0.12 0.16 -0.09
C -0.414923 0.337638 -4.412122 0.08 0.05 0.00
H 4.539832 -3.911074 -1.081599 -0.02 0.03 0.02
H 0.019972 0.995951 -5.151077 -0.03 -0.04 0.05
O -1.702129 1.675191 -0.492436 -1.34 0.95 -0.22
C 0.009756 2.302122 3.011017 -0.25 -0.04 -0.03
O 2.119440 3.360209 2.792204 0.18 0.03 0.02
C -2.311590 2.674686 0.094424 0.15 -0.47 -0.11
H -1.065698 -0.724856 3.082941 0.11 -0.07 0.00
C 1.283953 2.687031 2.248279 -0.06 -0.15 -0.71
C 2.481690 -1.720115 1.257025 -0.03 0.01 0.40
C -2.147159 1.105479 2.685480 0.03 0.24 0.05
H -2.401093 -2.384363 -4.063124 0.02 0.01 0.00
Br 0.893917 1.938158 -2.483722 0.12 0.19 -0.29
Cl 2.929469 -2.178570 -2.655898 -0.01 0.01 0.15
O -1.448222 -0.899377 -6.104043 -0.08 -0.16 0.20
C 3.333019 -2.649659 1.816877 -0.06 0.06 0.18
C 2.318017 -1.511412 -0.112561 -0.29 0.24 -0.17
C -1.765525 -1.546703 -3.805019 -0.07 -0.14 0.14
H -2.033922 -1.657146 -6.237122 0.11 0.13 -0.02
C -1.475277 -1.271500 -2.486206 0.03 -0.03 0.08
H -2.377678 -0.408741 0.585653 0.09 0.05 0.07
Cl 1.487268 -0.703830 2.300212 0.30 -0.36 0.11
H -0.262539 3.149071 3.642901 -0.12 0.02 0.10
N -0.701056 -0.255149 -2.104440 -0.13 -0.04 -0.13
H 0.255750 1.464930 3.667984 -0.01 -0.03 0.02
O 1.326308 2.211402 1.015847 1.02 1.57 1.37
H -2.792884 -0.936227 2.847562 -0.11 -0.08 0.00
O -3.312027 3.237969 -0.285998 -0.04 0.04 -0.10
H -3.080820 1.374822 2.187991 -0.03 0.02 -0.03
N -1.066902 1.907875 2.087626 0.05 0.19 0.12
H -0.827603 3.779549 1.160632 0.03 0.03 -0.01

=====

45
Properties=species:S:1:pos:R:3:forces:R:3 method="wB97M-V/def2-TZVPD" gap_ev=4.37 largest_force_ha_per_bohr=0.083 total_charge=-1 homo_energy_ev=-2.861 e_above_lowest_ev=0.000 total_energy_ev=-80041.6930
H -2.532846 0.471555 4.338700 -0.03 -0.04 -0.08
H 2.573439 -1.787006 -0.645074 -0.05 0.10 0.08
H 0.451950 3.248433 0.540009 0.10 -0.05 -0.01
H -4.243460 -0.132218 1.005759 0.20 -0.12 0.06
H 3.870098 1.418967 -2.597570 0.14 -0.15 -0.43
H 0.478818 -0.996636 0.814785 0.09 -0.18 0.00
C -3.314779 1.201832 2.441208 0.50 -1.44 0.36
S 4.852677 -0.078577 -0.826135 -1.05 3.87 -1.46
C -1.932318 1.185004 1.764812 -0.85 0.47 0.22
C 3.079253 -2.045059 -1.561560 -0.37 -0.21 0.25
H 4.989765 -3.004766 -4.750382 0.01 -0.04 -0.04
H -4.089087 1.308949 4.462475 -0.11 -0.10 0.10
C 4.455332 -2.724308 -3.855752 0.10 -0.27 -0.58
H -3.669167 -0.965690 2.465167 0.07 0.11 0.04
C 4.919873 -1.710509 -3.047419 0.41 0.12 -0.26
H -1.714462 -0.948359 1.853328 -0.17 -0.14 0.00
H -5.130303 0.007419 2.510821 0.13 -0.07 0.10
N 2.824979 -4.494782 -4.350145 -0.43 -0.96 -0.78
C 3.299256 -3.399934 -3.512245 0.19 0.23 0.12
S -5.538267 2.448117 2.583831 -1.17 0.92 0.13
C 2.609176 -3.061386 -2.363223 -0.50 -0.33 0.12
O 3.462239 -4.778639 -5.367440 -0.44 0.38 0.93
C -3.123513 1.304841 3.959543 0.06 0.15 -0.12
C -6.333788 2.325095 0.954105 0.91 0.32 1.79
H -2.610208 2.232693 4.207809 0.09 0.04 -0.02
C -4.130082 -0.055136 2.085986 0.27 -0.02 -0.09
O 1.804261 -5.098953 -4.012131 0.88 0.65 -0.14
C 4.228930 -1.373218 -1.906241 0.27 0.52 0.57
O -4.042621 2.365171 1.991635 0.55 -0.45 -0.06
C 0.605149 1.114254 0.591644 0.19 0.34 -0.11
O 4.076823 -0.214327 0.457272 2.52 -0.61 -1.14
F -5.859765 3.330203 0.199327 -0.74 -0.87 -0.52
H 5.840996 -1.200217 -3.280970 0.07 0.07 0.01
O 6.341690 -0.093807 -1.034995 -2.23 -1.13 1.69
I -1.916474 4.306396 1.754570 -0.07 0.65 0.16
F -6.030619 1.129141 0.427833 -0.77 0.78 -0.93
C -1.265303 -0.019190 1.549959 -0.25 0.13 0.04
C -1.276168 2.357765 1.414927 0.16 0.04 -0.15
C -0.031439 2.322550 0.817812 0.45 -0.17 -0.19
H 1.713816 -3.603031 -2.099663 -0.04 -0.04 -0.01
H 1.588222 1.092453 0.153097 0.29 0.04 -0.16
Cl 4.168611 2.816969 -0.657012 -0.22 0.76 0.71
C 4.223382 1.401754 -1.592658 0.54 -2.94 0.41
F -7.657289 2.448973 1.146743 0.24 -0.12 -0.69
C -0.016768 -0.052799 0.967466 0.04 -0.22 0.07

=====

58
Properties=species:S:1:pos:R:3:forces:R:3 method="wB97M-V/def2-TZVPD" gap_ev=5.03 largest_force_ha_per_bohr=0.025 total_charge=-1 homo_energy_ev=-3.363 e_above_lowest_ev=2.819 total_energy_ev=-334275.3128
C 1.242557 -2.282994 2.244700 -0.02 -0.36 0.01
F 0.442188 2.870882 -5.880604 -0.07 0.02 0.02
F 1.440476 3.755527 0.647574 0.15 0.12 -0.03
S 0.226205 3.638296 -3.394478 0.08 0.15 -0.04
C 4.471066 0.971228 1.861269 0.04 0.05 0.06
C -2.628187 -2.931228 -1.376434 -0.10 -0.12 -0.14
C 4.958786 1.335633 3.136800 0.00 -0.01 -0.11
H 1.769794 -2.692981 1.381381 -0.06 0.09 0.10
H -5.430359 -2.288093 -0.008857 0.02 0.00 -0.02
C 0.571169 -1.732127 -0.679556 -0.05 -0.01 -0.11
F -0.568927 2.985406 0.479701 -0.10 -0.04 -0.05
O 2.392793 1.395421 -1.176190 0.18 -0.02 0.17
H -0.649076 -0.817976 3.654077 0.01 0.03 0.14
N 2.893570 -1.044884 5.060164 0.01 -0.02 0.11
Te -5.165775 2.233823 -5.760373 -0.22 0.00 -0.18
H -3.196727 -4.256899 0.208717 -0.03 0.00 -0.04
C 1.073936 2.681122 -4.726453 -0.17 -0.05 -0.12
C 3.542062 -0.272232 4.127372 0.06 0.10 -0.30
F 1.003389 1.762127 1.332952 -0.02 -0.08 -0.11
C -0.687087 -0.729903 2.586077 -0.15 -0.06 0.09
N 1.101599 3.296618 -2.116645 0.18 -0.03 -0.06
H 3.151233 -0.253553 0.715390 -0.10 -0.02 -0.19
H 0.590541 -2.817029 -0.563739 0.01 0.03 -0.02
H 1.584847 -1.357848 -0.811816 0.09 0.06 -0.02
F 2.336228 3.063013 -4.867473 0.28 0.18 0.04
H 4.834289 1.490187 0.986824 0.05 0.05 -0.05
O 0.036149 1.030917 -1.539966 -0.40 0.23 -0.30
C -3.625593 -1.223157 -0.376446 -0.33 -0.18 0.02
C -1.489805 -0.025479 1.757295 -0.12 0.15 0.19
N -2.737199 -1.560101 -1.311366 0.38 0.23 0.17
H -2.318366 0.616900 1.989115 -0.02 0.06 0.04
H -4.245076 -2.391086 1.292579 -0.02 0.02 -0.01
N -1.118903 -0.259963 0.458286 0.21 0.41 -0.34
C 3.068169 -0.620141 2.861043 0.07 0.02 0.04
C 0.726929 2.672101 0.391468 -0.05 -0.09 0.04
O -1.809565 -3.546638 -2.014840 0.22 -0.13 -0.09
H 4.875306 0.997850 5.258694 0.03 0.02 0.09
S 1.101415 2.002207 -1.295432 0.30 -0.15 0.29
F 1.068056 1.377993 -4.442253 -0.08 -0.11 0.10
H 0.821766 -3.101881 2.835791 0.09 0.10 -0.11
N 2.081307 -1.809571 4.449905 -0.41 -0.35 0.19
C -3.693214 -3.574592 -0.482532 0.02 -0.06 0.02
C -4.367136 -2.395150 0.208418 -0.06 0.03 0.02
O 0.438726 5.007923 -3.715643 -0.01 0.13 -0.12
O -1.090962 3.096712 -3.326929 -0.06 0.06 -0.01
H -4.363602 -4.166063 -1.104887 0.00 0.02 -0.01
H 0.011927 -1.523676 -1.586799 0.03 -0.02 0.01
H 5.698717 2.119095 3.205404 0.05 0.06 -0.01
N 0.181029 -1.423402 1.772213 0.09 0.28 -0.15
C -0.099345 -1.097865 0.484202 -0.09 -0.26 -0.02
Se -6.631386 1.060755 -4.042012 0.12 0.06 0.05
N 2.154201 -1.600966 3.115489 0.20 0.21 0.07
C 3.527192 -0.011004 1.693673 0.02 0.06 0.08
Ga -2.094578 0.572565 -1.357685 -0.57 -1.15 0.19
O -3.746364 -0.037480 -0.029544 0.10 0.45 0.16
Se -4.918418 -0.297339 -3.165498 -0.04 0.05 -0.21
C 4.510625 0.725318 4.280977 -0.08 -0.08 -0.06
Se -3.252592 1.383679 -3.323102 0.33 -0.11 0.52

=====

54
Properties=species:S:1:pos:R:3:forces:R:3 method="wB97M-V/def2-TZVPD" gap_ev="6.34 / 6.82" largest_force_ha_per_bohr=0.047 s_squared=0.85 total_charge=0 spin_multiplicity=2 homo_energy_ev="-8.453 / -8.536" total_energy_ev=-97611.3413
N -0.282682 1.021200 -1.812256 0.95 0.30 0.12
S -1.460883 2.535518 2.021662 0.44 0.00 0.34
F -3.720868 3.843976 2.195204 0.02 -0.03 -0.03
N -0.624273 1.823364 3.148402 -0.14 0.05 0.21
O -0.267674 -1.574278 -0.496879 0.62 -0.19 0.31
C -1.504694 0.767160 -2.282954 -0.54 -0.47 0.40
C -3.727265 1.469157 -5.977536 -0.03 -0.11 0.05
Si -3.661791 0.799066 -4.226228 -0.06 -0.05 0.08
N 1.884482 -0.387456 -0.193213 -0.26 0.14 0.18
C -0.989805 1.871013 -4.299118 -0.10 -0.06 -0.02
Tc -0.032994 0.315309 0.125942 -2.01 -0.41 -1.28
H -3.118924 -1.572561 -4.731390 0.02 0.00 -0.01
H 1.581615 1.872500 -2.105583 0.01 0.02 0.01
C 2.439967 1.758833 0.610279 0.35 0.02 -0.08
F -3.954131 1.700069 2.332701 0.03 -0.01 0.02
H -4.788287 2.758295 -3.212232 -0.01 0.01 -0.03
C 0.238138 -0.037502 4.790016 0.04 -0.04 -0.03
S -2.429392 -0.106900 -1.117361 0.62 0.28 0.47
C 3.332203 -2.166039 -0.722671 -0.12 0.07 0.02
C 4.202616 -0.061491 0.059480 -0.14 0.14 0.03
O 1.127525 1.856488 0.545547 -0.40 -0.15 0.19
F 1.491988 0.387522 4.735173 -0.02 0.05 -0.06
H 1.016291 2.697527 -4.386116 -0.01 0.01 -0.02
H -3.585618 2.550161 -6.017587 0.02 0.02 0.03
H 5.008676 0.600078 0.343233 0.01 -0.01 0.01
O 3.197642 2.628154 0.941124 -0.05 -0.09 -0.01
F -3.153462 2.810536 4.009019 0.03 0.02 -0.03
O 0.272200 -0.321835 2.190441 0.11 -0.10 -0.39
H -4.026203 -1.467795 -3.223634 0.01 0.04 0.03
O -1.917666 -0.378316 3.298932 -0.19 -0.07 0.04
C 2.901279 0.396081 0.150936 0.11 0.02 -0.05
H -4.709306 1.255906 -6.405148 -0.02 0.00 0.01
H 5.419932 -1.747827 -0.459143 0.00 0.00 -0.01
S -0.646756 0.253629 3.193501 0.00 0.16 0.42
C -3.935749 -1.053273 -4.227102 -0.04 0.10 -0.13
O -0.995468 3.842129 1.735469 -0.08 0.13 0.14
C 0.289858 2.147196 -3.807270 0.14 -0.08 0.16
F 0.228798 -1.346622 5.020423 0.02 0.02 -0.05
H -4.856742 -1.277405 -4.771148 -0.02 -0.03 0.02
H -2.986190 0.999218 -6.626834 0.03 0.00 0.00
F -0.402128 0.583730 5.767610 -0.01 0.01 -0.04
C -1.924347 1.163566 -3.559795 0.05 0.32 -0.35
O 0.679720 -3.455995 -1.265683 0.01 0.01 0.06
O -1.647764 1.593991 0.907383 0.35 0.19 -0.45
H -5.945107 1.463887 -3.538385 -0.01 -0.01 -0.03
C -3.198750 2.727106 2.685063 -0.05 -0.05 -0.02
C 0.614564 1.694642 -2.554191 -0.11 0.06 -0.12
C 4.412681 -1.360458 -0.386583 0.02 -0.05 -0.01
H 3.440820 -3.187027 -1.059008 0.01 -0.01 -0.01
C 0.750332 -2.338390 -0.830670 0.12 -0.03 -0.05
C 2.060357 -1.634836 -0.602075 0.16 -0.12 -0.03
C -4.937848 1.677181 -3.175013 0.08 0.03 -0.01
H -1.247363 2.225503 -5.290062 -0.02 -0.01 -0.01
H -4.890566 1.376328 -2.128272 0.04 -0.05 0.01